The following is a quantum chemistry calculation of a cluster of 2 separate species, C2H4NO2PS2 in total at a distorted geometry, from the OMol25 dataset.

Structure (XYZ):
```
12
Properties=species:S:1:pos:R:3:forces:R:3
S 0.825 -1.647 1.814 0.364 0.878 -0.084
P -2.097 -0.992 0.400 1.297 0.662 2.161
C 0.649 -0.334 0.514 1.729 -1.191 0.282
H 1.438 0.343 0.865 -0.108 0.081 -0.549
H 0.913 -0.830 -0.438 -0.104 0.555 0.314
S -1.068 -2.367 1.766 -1.811 0.427 -1.343
N -3.180 0.760 2.088 0.314 -1.469 -1.074
C -0.676 0.281 0.540 -3.156 1.735 -0.743
O -2.411 1.322 2.835 -0.492 -0.013 -0.169
H -1.015 0.670 1.576 1.189 0.027 -1.567
H -0.855 1.129 -0.338 0.520 -2.123 2.362
O -4.380 0.765 2.070 0.259 0.432 0.410
```
Forces are in eV/Å.

Computed properties:
HOMO (alpha / beta) in eV: -8.0356 / -8.6126
LUMO energy (alpha / beta) in Ha: -0.065 / -0.059
E in eV: -38678.8265
Orbital gap (alpha / beta) in eV: 6.259 / 6.999